Computed, not measured: C32H36BF3GeN5O21STi as an isolated structure, with ωB97M-V/def2-TZVPD.

Output
energy relative to the best compared isomer or geometry (same formula, charge and spin)	44.66	kJ/mol
E_HOMO (alpha / beta)	-0.9 / -3.9	eV
LUMO energy (alpha / beta)	3.04 / 3.14	eV
multiplicity	4
Kohn-Sham gap (alpha / beta)	0.145 / 0.258	hartree
max |F|	0.0461	hartree/bohr
charge	-2

Last column: Mulliken charge in e.
Cartesian coordinates (Å):
Ti: -0.540 0.666 0.973  0.56
C: -2.126 -0.213 4.896  -1.69
C: -1.114 0.623 4.117  1.55
C: 0.243 0.585 4.829  -1.29
C: -1.648 2.040 3.985  -1.27
O: -0.973 0.050 2.803  1.19
Ge: -0.117 -1.729 2.548  -1.10
O: -1.335 -2.006 1.204  0.90
C: -2.528 -2.797 1.383  1.64
C: -3.699 -1.872 1.697  -1.23
C: -2.351 -3.805 2.525  -2.00
C: -2.787 -3.574 0.100  -1.67
O: 1.005 -0.678 1.384  1.28
C: 2.411 -0.994 1.232  1.80
C: 2.944 -1.654 2.507  -2.07
C: 2.598 -1.933 0.061  -1.76
C: 3.179 0.299 1.025  -1.53
H: -2.163 0.126 5.937  0.43
H: -3.122 -0.112 4.459  0.29
H: -1.839 -1.268 4.886  0.22
H: 0.273 1.300 5.656  0.45
H: 0.447 -0.418 5.212  0.43
H: 1.039 0.848 4.129  -0.17
H: -1.845 2.452 4.980  0.52
H: -0.939 2.690 3.482  0.06
H: -2.570 2.031 3.412  0.00
H: -3.491 -1.294 2.600  -0.14
H: -3.854 -1.175 0.874  0.07
H: -4.616 -2.455 1.849  0.54
H: -2.236 -3.302 3.490  0.41
H: -3.229 -4.455 2.581  0.49
H: -1.464 -4.425 2.356  0.37
H: -3.085 -2.909 -0.710  0.23
H: -1.884 -4.113 -0.202  0.37
H: -3.594 -4.297 0.266  0.52
H: 2.543 -2.658 2.641  0.48
H: 4.033 -1.725 2.442  0.44
H: 2.686 -1.054 3.387  0.31
H: 2.013 -2.843 0.187  0.42
H: 2.290 -1.452 -0.867  0.00
H: 3.649 -2.223 -0.031  0.55
H: 3.207 0.884 1.950  0.35
H: 4.208 0.058 0.744  0.55
H: 2.738 0.887 0.226  -0.01
F: -4.637 2.061 2.167  -0.23
C: -4.692 2.182 0.828  0.60
F: -5.456 3.240 0.540  -0.24
F: -5.274 1.088 0.334  -0.21
S: -3.031 2.411 0.101  1.13
O: -2.570 3.681 0.600  -0.72
O: -3.275 2.253 -1.297  -0.65
O: -2.331 1.274 0.812  -0.73
O: -2.788 -0.610 -1.330  -0.49
C: -1.654 -0.804 -1.593  -0.37
O: -0.599 -0.116 -0.918  0.61
C: -1.220 -1.784 -2.641  0.89
C: -1.907 -1.783 -3.852  -0.11
C: -1.535 -2.741 -4.800  -0.79
C: -0.581 -3.695 -4.563  -0.55
C: 0.061 -3.718 -3.316  -0.97
C: -0.242 -2.717 -2.350  -0.50
N: 0.949 -4.739 -3.043  0.85
O: 1.216 -5.597 -3.958  -0.84
O: 1.460 -4.804 -1.870  -0.73
N: -2.217 -2.749 -6.104  1.07
O: -3.098 -1.939 -6.285  -0.66
O: -1.889 -3.556 -6.945  -0.67
H: -2.675 -1.054 -4.063  0.61
H: -0.338 -4.433 -5.307  0.61
H: 0.236 -2.735 -1.389  0.98
O: 4.190 6.330 -1.361  -0.64
N: 4.207 5.930 -0.228  1.08
O: 5.009 6.283 0.603  -0.67
C: 3.185 4.944 0.177  -1.03
C: 3.200 4.462 1.460  -0.35
C: 2.213 3.581 1.824  0.15
C: 1.252 3.067 0.955  0.01
O: 0.453 2.122 1.314  -0.02
C: 1.272 3.614 -0.356  -0.59
C: 2.224 4.549 -0.721  -0.64
N: 0.348 3.253 -1.355  0.53
O: -0.427 2.179 -1.126  0.43
O: 0.307 3.803 -2.467  -0.82
N: 2.185 3.242 3.266  1.28
O: 1.163 3.456 3.853  -0.61
O: 3.171 2.756 3.753  -0.63
H: 3.939 4.792 2.175  0.62
H: 2.213 4.934 -1.730  0.73
O: -0.276 0.796 -3.193  -0.41
B: 0.066 0.962 -1.815  1.00
O: 1.512 0.867 -1.713  0.12
C: 1.959 0.632 -2.976  0.34
C: 3.254 0.458 -3.400  -1.16
C: 3.454 0.222 -4.770  -0.76
C: 2.384 0.178 -5.650  -0.65
C: 1.067 0.367 -5.202  -1.11
C: 0.886 0.586 -3.858  0.70
H: 4.082 0.508 -2.700  0.47
H: 4.462 0.065 -5.140  0.40
H: 2.564 -0.008 -6.706  0.36
H: 0.218 0.350 -5.880  0.48